1.
Density functional theory data (ωB97M-V/def2-TZVPD) for 6 unconnected molecules or ions with the total composition C25H55IO8P.

As for the HOMO-LUMO gap: 6.31 eV.

Structure (ORCA input):
```
! wB97M-V def2-TZVPD RIJCOSX def2/J DEFGRID3
* xyz -1 1
C -3.4003 1.5974 4.1070
O -4.0037 0.2580 4.3130
C -4.2044 -0.4188 2.9873
P -2.6629 -1.4032 2.4442
O -2.0253 -1.3147 4.0710
I -3.9092 -3.4911 3.0343
C -3.2476 -1.6339 0.6517
C -3.5010 -0.2778 -0.2164
O -4.5495 -0.3093 -1.0865
C -2.6559 1.1214 -0.1737
C -1.0629 1.3300 -0.4936
C -0.3718 2.8384 -0.4493
C -1.2293 4.2114 -0.0809
C -2.8338 3.9856 0.2751
C -3.5232 2.4914 0.2363
H -4.1632 2.4258 3.7874
H -2.5237 1.5677 3.3041
H -2.8599 1.8676 5.1360
H -5.1096 -1.1780 3.1220
H -4.5495 0.4280 2.2592
H -1.4795 -2.1945 2.1041
H -1.8831 -0.2048 2.1489
H -2.4298 -2.0487 4.6514
H -4.2815 -2.2271 0.6861
H -2.4925 -2.3773 0.1048
H -0.3910 0.3993 -0.7574
H 0.7746 3.0124 -0.7073
H -0.7687 5.2911 -0.0484
H -3.5480 4.8985 0.5585
H -4.6579 2.3634 0.5034
C 4.7938 4.3104 0.6351
C 4.1045 2.9560 0.5925
C 5.1101 1.8192 0.6824
O 3.3672 2.8394 -0.6218
H 5.4821 4.4267 -0.2095
H 4.0590 5.1188 0.5571
H 5.3571 4.4376 1.5648
H 3.3891 2.8808 1.4187
H 5.8096 1.8472 -0.1607
H 4.6008 0.8506 0.6380
H 5.6829 1.8716 1.6135
H 3.9944 2.9050 -1.3610
C -8.4296 3.7689 2.5568
C -7.1488 3.0933 3.0197
C -7.3964 2.2045 4.2280
O -6.1847 4.0882 3.3548
H -8.8415 4.4098 3.3444
H -8.2340 4.4149 1.6942
H -9.1866 3.0298 2.2763
H -6.7317 2.4952 2.2020
H -7.7715 2.7900 5.0749
H -6.4636 1.7345 4.5577
H -8.1224 1.4185 3.9978
H -6.5464 4.6241 4.0801
C 4.1330 2.9760 -5.7120
C 4.5762 1.9723 -4.6596
C 4.0014 0.5917 -4.9336
O 4.1480 2.4156 -3.3744
H 3.0423 3.0809 -5.7190
H 4.5441 3.9678 -5.4952
H 4.4610 2.6716 -6.7108
H 5.6702 1.9184 -4.6399
H 2.9060 0.6120 -4.9129
H 4.3187 -0.1173 -4.1615
H 4.3254 0.2157 -5.9090
H 3.1778 2.4665 -3.3825
C 6.8541 -2.2919 -4.2945
C 7.0669 -1.5272 -5.5912
C 7.8639 -2.3467 -6.5935
O 7.7612 -0.3135 -5.3151
H 7.8118 -2.5321 -3.8194
H 6.2897 -1.6853 -3.5781
H 6.3081 -3.2239 -4.4709
H 6.0969 -1.2587 -6.0237
H 8.8575 -2.5888 -6.1999
H 8.0199 -1.7792 -7.5171
H 7.3483 -3.2804 -6.8389
H 8.6238 -0.5421 -4.9307
C -1.8288 -8.6144 1.6403
C -1.0751 -7.7437 2.6328
C -1.6885 -7.8278 4.0214
O -1.0993 -6.3901 2.1870
H -2.8715 -8.2908 1.5478
H -1.3838 -8.5345 0.6427
H -1.8150 -9.6650 1.9468
H -0.0260 -8.0563 2.6743
H -2.7264 -7.4761 4.0133
H -1.1435 -7.1866 4.7223
H -1.6706 -8.8547 4.3994
H -2.0270 -6.1040 2.1471
*
```


2.
Density functional theory data (ωB97M-V/def2-TZVPD) for a molecular structure, C39H61CaF18N7O13S6.

As for the HOMO-LUMO gap: 6.70 eV.

Structure (ORCA input):
```
! wB97M-V def2-TZVPD RIJCOSX def2/J DEFGRID3
* xyz 2 1
Ca 1.3153 3.6561 -1.8374
C 0.5866 1.8706 1.7613
C 0.2857 1.0616 0.5061
C -1.0622 0.2073 0.6708
O 0.4155 1.8422 -0.6836
H 1.6288 2.0628 2.0162
H 0.2116 1.2452 2.5715
H -0.0195 2.7736 1.8335
H 1.0441 0.2787 0.5147
H -1.9805 0.7560 0.8804
H -0.9602 -0.5226 1.4738
H -1.3063 -0.2720 -0.2772
C 0.9074 -2.4582 2.2130
C 1.0589 -3.9033 2.8590
C -0.1349 -4.2722 3.6361
N -0.0531 -5.7292 4.1715
C -1.3798 -6.2552 4.7614
C -2.4995 -6.2729 3.7610
C -2.1427 -7.1474 2.5712
C -0.8231 -6.8617 1.9510
C 0.3100 -6.7247 3.0384
C 1.1258 -5.9776 5.1912
H 0.6441 -2.5473 1.1590
H 1.8365 -1.8891 2.2431
H 0.1778 -1.8487 2.7461
H 1.8460 -3.7602 3.5993
H 1.2882 -4.6126 2.0638
H -0.9669 -4.3743 2.9393
H -0.2483 -3.5122 4.4091
H -1.5800 -5.5132 5.5342
H -1.1201 -7.1428 5.3384
H -2.9688 -5.3193 3.5193
H -3.2466 -6.8616 4.2934
H -2.8994 -7.0326 1.7951
H -2.2163 -8.2113 2.7965
H -0.9128 -5.8760 1.4945
H -0.4705 -7.5384 1.1727
H 1.3375 -6.6469 2.6831
H 0.3071 -7.6768 3.5690
H 1.1723 -6.9577 5.6659
H 1.0015 -5.2739 6.0142
H 2.1189 -5.8614 4.7571
C 0.4346 5.8090 3.9907
C -0.8893 5.5595 3.1816
C -1.5125 4.2424 3.6627
N -2.8596 3.7825 3.0449
C -3.9662 4.7577 3.5840
C -5.3276 4.1417 3.2247
C -5.6183 2.7016 3.6663
C -4.5553 1.7873 3.0697
C -3.1058 2.2835 3.3942
C -2.8853 3.9479 1.5157
H 1.1684 5.0198 3.8266
H 0.2051 5.8346 5.0560
H 0.8244 6.7845 3.6999
H -0.7522 5.5499 2.1003
H -1.3955 6.4661 3.5130
H -1.8508 4.3840 4.6892
H -0.8897 3.3490 3.7090
H -3.9362 4.9187 4.6616
H -3.6780 5.7712 3.3052
H -6.0032 4.7407 3.8353
H -5.5100 4.3807 2.1770
H -5.5730 2.6023 4.7508
H -6.5988 2.4097 3.2902
H -4.7165 0.7699 3.4263
H -4.7294 1.7944 1.9937
H -2.9388 2.2399 4.4704
H -2.3858 1.6435 2.8841
H -3.7760 3.5985 0.9934
H -2.0077 3.3802 1.2068
H -2.7656 5.0142 1.3243
C -1.7120 -2.2538 -2.9921
N -0.2556 -2.0350 -3.2495
C 0.1512 -2.3468 -4.5244
C 1.4728 -2.1539 -4.8899
C 2.3019 -1.4671 -3.9890
C 1.8462 -1.2187 -2.7186
C 0.5167 -1.3891 -2.4001
C 3.5833 -0.9291 -4.3364
C 3.6341 0.1284 -5.2935
C 4.8044 0.7318 -5.7553
N 5.9545 0.2628 -5.2418
C 6.0610 -0.6916 -4.2927
C 4.8986 -1.3009 -3.7978
C 7.1658 0.9915 -5.8029
H -1.7075 -3.3085 -3.2673
H -2.2564 -1.6602 -3.7266
H -1.9158 -1.9040 -1.9800
H -0.5154 -2.8905 -5.1774
H 1.8150 -2.3292 -5.8992
H 2.4370 -0.7263 -1.9605
H 0.0266 -1.2286 -1.4511
H 2.7266 0.5508 -5.6989
H 4.8126 1.4829 -6.5313
H 7.0599 -0.8211 -3.9030
H 4.9327 -2.0993 -3.0713
H 8.0050 0.6658 -5.1882
H 7.0896 2.0578 -5.5905
H 7.1736 0.6664 -6.8432
C 3.0965 4.9889 1.6424
F 1.8007 5.0088 1.4249
F 3.4418 5.8809 2.4937
F 3.5678 3.7686 2.0186
S 3.9755 5.4108 -0.1696
O 3.4947 6.6843 -0.5577
O 5.4183 5.4250 0.0631
N 3.3245 4.0755 -1.1254
S 4.4855 2.9740 -1.0790
O 5.2240 2.8150 0.1771
O 3.8388 1.8098 -1.7086
C 5.8699 3.7433 -2.3219
F 5.5481 4.8958 -2.9211
F 6.9847 3.8108 -1.5577
F 6.1119 2.8035 -3.3217
C -4.2422 -5.8374 -2.9294
F -4.1602 -7.1570 -3.2049
F -3.4289 -5.0699 -3.7056
F -5.4819 -5.3857 -3.0896
S -3.5836 -5.4755 -1.0843
O -4.3727 -6.3900 -0.2492
O -2.1571 -5.8271 -1.1932
N -3.9578 -3.7506 -0.9249
S -3.1739 -3.4123 0.2644
O -3.4195 -4.2342 1.4594
O -1.7616 -3.0010 0.1034
C -4.1063 -1.7897 0.8595
F -5.3875 -2.0028 1.0780
F -3.4237 -1.3818 2.0132
F -4.0441 -0.8725 0.0422
C 1.7429 5.6341 -5.4512
F 2.4676 5.9477 -6.5160
F 2.1231 6.3353 -4.4859
F 0.3925 5.7713 -5.6993
S 2.1044 3.7482 -5.0047
O 2.2610 2.9908 -6.3059
O 3.2933 3.8547 -4.2820
N 0.7110 3.2596 -4.0030
S -0.2605 2.4018 -4.8722
O -0.8343 3.0929 -6.0346
O 0.3211 1.1282 -5.1655
C -1.7414 2.1059 -3.6667
F -1.6367 2.6503 -2.4274
F -2.8582 2.4163 -4.2781
F -1.7081 0.8050 -3.3548
*
```


3.
Density functional theory data (ωB97M-V/def2-TZVPD) for 2 unconnected molecules or ions with the total composition C2H5OS.

As for the HOMO-LUMO gap: 6.78 eV. As for the energy relative to the best compared isomer or geometry (same formula, charge and spin): 8.21 kcal per mole.

Structure (ORCA input):
```
! wB97M-V def2-TZVPD RIJCOSX def2/J DEFGRID3
* xyz -1 1
S 0.8729 2.0310 0.7486
H 0.8439 0.7774 1.4098
O -0.0681 -2.5616 -0.7451
C -0.1702 -1.3704 -0.4514
C -1.4628 -0.5117 -0.5014
H 0.6793 -0.7032 -0.1551
H -2.2893 -0.9276 -1.1123
H -1.8271 -0.3084 0.5384
H -1.0296 0.4500 -0.9809
*
```


4.
Density functional theory data (ωB97M-V/def2-TZVPD) for 2 unconnected molecules or ions with the total composition C3H3P.

As for the HOMO-LUMO gap: 10.49 eV. As for the energy relative to the best compared isomer or geometry (same formula, charge and spin): 33.33 kcal per mole.

Structure (ORCA input):
```
! wB97M-V def2-TZVPD RIJCOSX def2/J DEFGRID3
* xyz 0 1
C -1.3460 -0.0489 0.1682
C -1.5114 -1.0563 -0.3872
H -1.0742 0.8521 0.6490
H -1.6881 -1.8158 -1.1026
C 1.4924 -0.3267 -0.0895
P 2.9616 -0.4695 0.3402
H 0.5572 -0.5577 -0.4735
*
```


5.
Density functional theory data (ωB97M-V/def2-TZVPD) for a molecular structure, C6H18BCoO3.

The expectation value of S² is 3.757. As for the HOMO-LUMO gap (alpha / beta): 7.38 / 7.30 eV. As for the energy relative to the best compared isomer or geometry (same formula, charge and spin): 2.05 kcal per mole.

Structure (ORCA input):
```
! wB97M-V def2-TZVPD RIJCOSX def2/J DEFGRID3
* xyz -1 4
Co 0.9708 -0.3801 -0.5135
C 1.1610 -2.9203 -1.6640
O 0.3500 -2.2540 -0.7564
H 1.9718 -3.4436 -1.1165
H 0.6132 -3.6835 -2.2399
H 1.7178 -2.2694 -2.3631
C 3.1658 0.7540 0.9890
O 2.4686 -0.4031 0.7045
H 3.9358 0.9882 0.2265
H 2.5182 1.6306 1.1465
H 3.8190 0.6308 1.8781
B 0.9130 1.2501 -2.0497
H 2.0176 0.9931 -1.6228
H 0.3503 1.9861 -1.2708
H 0.9601 1.7667 -3.1258
H 0.2654 0.2354 -2.1246
C -2.3052 0.4985 2.1377
C -3.1382 0.3891 0.8458
C -2.1431 -0.0603 -0.2306
O -0.8511 0.0523 0.3631
C -0.9030 0.7370 1.5979
H -2.3782 -0.4013 2.7469
H -2.6304 1.3338 2.7598
H -3.6735 1.3098 0.6217
H -3.8950 -0.3852 0.9906
H -2.1929 0.5911 -1.1067
H -2.2664 -1.0882 -0.5650
H -0.6988 1.8098 1.4967
H -0.1227 0.3325 2.2446
*
```


| no. | F_max (eV/Å) |
| --- | --- |
| 1 | 7.80 |
| 2 | 8.82 |
| 3 | 1.92 |
| 4 | 4.03 |
| 5 | 1.49 |